(1)
C12H34Br2O13P3Pb | ωB97M-V/def2-TZVPD

The geometry in XYZ format:
```
65
Properties=species:S:1:pos:R:3:forces:R:3:lowdin_charge:R:1
Pb -2.278547 -1.310281 -2.698325 2.38 -0.15 2.61 1.616
C 1.138356 -1.471087 -1.278440 0.44 -0.94 -0.06 -0.274
O -0.030491 -0.981157 -1.867230 -2.54 -0.08 -0.76 -0.554
H 1.620762 -2.272347 -1.848386 -0.06 0.11 -0.48 0.072
H 1.904077 -0.700993 -1.154233 -0.23 0.38 -0.14 0.055
H 1.051072 -1.960585 -0.299984 -0.62 0.29 0.33 0.053
Br 6.808959 0.343513 -0.333123 -0.10 0.30 -0.54 0.598
C 6.006076 0.707994 -2.110127 0.64 0.14 0.41 -0.643
C 4.898236 -0.260998 -2.378665 -0.47 0.24 0.58 -0.711
Br 5.496397 -2.121331 -2.352957 -0.21 0.32 -0.46 0.595
H 6.793938 0.698713 -2.861373 0.13 -0.38 0.20 0.067
H 5.663870 1.738630 -2.052922 -0.46 -0.23 0.05 0.020
H 4.377834 0.036026 -3.288607 0.22 -0.51 -0.27 0.078
H 4.158815 -0.209154 -1.582276 0.08 0.08 0.00 0.011
C 5.911052 4.060352 -0.689735 -0.86 0.63 -1.08 -0.079
O 4.953726 3.761094 0.338508 -0.33 -0.52 1.26 -0.211
P 3.450726 3.371763 0.003860 -0.55 0.16 -0.80 0.415
O 3.235532 2.475841 -1.147021 0.44 0.13 -0.07 -0.245
O 2.758198 2.722684 1.304593 0.45 0.01 -0.24 -0.221
C 3.044562 1.326807 1.632126 0.62 -0.28 -1.01 -0.069
O 2.744968 4.826934 -0.212188 1.55 -2.12 1.77 -0.206
C 1.335559 4.808588 -0.292324 -0.53 1.32 -1.28 -0.121
H 5.242973 4.402365 -1.481501 0.87 -0.11 -0.80 0.089
H 6.559120 3.230112 -0.969496 -0.50 -0.26 0.21 0.047
H 6.585177 4.885256 -0.463919 -0.40 0.07 0.78 0.096
H 2.267004 0.883513 2.249389 0.30 0.85 0.89 0.082
H 4.091796 1.287752 1.925594 -0.29 -0.14 0.99 0.087
H 3.033160 0.587950 0.823269 -0.18 0.86 -0.95 0.063
H 1.152397 4.772111 -1.369648 -0.66 -0.24 0.13 0.096
H 1.032176 5.797197 0.054350 -0.27 -0.19 0.12 0.097
H 0.790760 4.032362 0.241963 0.48 -0.09 0.14 0.063
C -4.854410 -5.906565 0.913059 -1.41 -0.30 -0.13 -0.063
O -4.489036 -5.075079 -0.204632 1.09 0.98 -0.34 -0.191
P -3.442337 -3.916017 0.055541 -0.19 -1.39 2.26 0.442
O -3.131263 -3.113271 -1.143699 0.06 0.54 -0.66 -0.405
O -3.989018 -3.102043 1.352649 0.63 -0.75 -1.87 -0.194
C -5.076104 -2.195708 1.185577 -0.94 1.13 0.90 -0.104
O -2.211769 -4.728639 0.681857 -0.49 0.91 -0.31 -0.194
C -0.939037 -4.066234 0.785669 0.97 -0.08 -0.61 -0.077
H -4.065835 -6.064495 1.643402 0.04 0.15 -0.14 0.094
H -5.211315 -6.846325 0.495056 0.44 -0.08 -0.07 0.099
H -5.754887 -5.455110 1.330835 0.28 0.07 0.49 0.093
H -5.029661 -1.533006 2.049796 0.23 0.17 -0.15 0.094
H -6.080145 -2.616983 1.269403 0.28 -0.80 -0.21 0.097
H -5.056887 -1.585566 0.284302 0.44 -0.23 -0.11 0.071
H -1.025389 -3.018429 0.499965 0.08 0.06 0.25 0.056
H -0.219623 -4.531174 0.108837 -0.38 -0.05 -0.42 0.098
H -0.430859 -4.204909 1.739047 -0.85 0.15 0.45 0.101
C -1.075910 1.980886 -0.450030 0.23 1.63 -0.37 -0.073
O -2.116027 1.996180 0.542363 -0.82 -1.74 -0.43 -0.184
P -3.058815 0.703507 0.671336 -0.99 1.98 3.65 0.447
O -3.141404 -0.194857 -0.485468 0.32 -0.40 -1.56 -0.383
O -2.609239 0.040853 2.050198 -1.08 0.20 -1.56 -0.187
C -1.317886 -0.475763 2.214184 1.68 -0.66 0.84 -0.101
O -4.478242 1.304661 1.223132 2.28 -1.13 -1.64 -0.209
C -5.248984 2.064789 0.266833 -1.04 0.29 1.16 -0.080
H -0.093542 1.785937 -0.022106 -0.17 -0.47 0.09 0.093
H -1.062229 3.023269 -0.771640 0.19 -0.13 -0.32 0.090
H -1.297662 1.354763 -1.310340 0.11 -0.20 0.25 0.051
H -0.652648 -0.596577 1.353416 -0.61 0.38 -0.62 0.081
H -1.377236 -1.481852 2.631277 -0.24 0.14 0.22 0.092
H -0.776114 0.173943 2.903449 -0.09 -0.10 0.12 0.101
H -4.656514 2.604987 -0.468771 0.07 -0.07 0.07 0.090
H -5.781173 2.738191 0.938640 0.12 0.49 -0.45 0.098
H -6.047059 1.467039 -0.174278 0.43 -0.32 -0.30 0.090
```
Positions in Å, forces in eV/Å.

Summary:
HOMO-LUMO gap = 7.2 eV
E_HOMO = -0.420 hartree
Charge = +1

(2)
C10H16 | ωB97M-V/def2-TZVPD

The geometry in XYZ format:
```
26
Properties=species:S:1:pos:R:3:forces:R:3:lowdin_charge:R:1
C -0.679361 -1.249353 -1.808491 1.04 -2.25 -1.04 -0.299
C -1.257148 -0.379655 -2.991304 0.19 -2.11 1.06 -0.120
C -1.812540 -2.027916 -1.059994 -0.97 2.12 -0.99 -0.144
H -0.193891 -2.107878 -2.392899 0.34 1.24 1.08 0.094
H 0.044395 -0.714059 -1.156650 -0.56 -0.48 -0.40 0.071
H -2.318506 -0.623669 -2.997882 -0.24 0.79 -0.26 0.051
H -2.360320 -1.129511 -0.584422 -0.28 -1.87 -0.76 0.091
H -2.298172 -2.622592 -1.903423 -0.35 1.18 1.13 0.073
H -0.835600 -0.789120 -3.900150 0.01 0.04 -0.39 0.047
H -0.982122 0.643073 -2.961219 -0.23 1.08 0.33 0.040
H -1.683702 -2.781719 -0.292881 1.08 0.22 0.27 0.044
C -0.975393 1.980457 1.339542 0.26 -1.29 -0.28 -0.128
C 1.144028 1.108540 0.283119 -1.21 0.43 -1.15 -0.178
C 0.249814 1.097071 1.358895 0.46 1.66 -2.37 -0.386
C 2.354331 0.459408 0.371077 0.64 -0.52 -0.34 -0.215
C 0.700781 0.610890 2.587949 -1.62 0.67 3.27 -0.187
C 2.713024 -0.079146 1.627656 2.71 -1.52 0.41 -0.218
C 1.981704 0.062039 2.767475 -0.50 0.41 0.84 -0.196
H 0.971683 1.570819 -0.736968 -0.54 -0.26 1.33 0.103
H 2.991291 0.238397 -0.488438 -0.24 0.29 0.18 0.054
H -1.759992 1.377168 1.829405 -0.23 0.63 -0.23 0.059
H -1.212280 2.188567 0.288637 -0.31 0.15 0.31 0.053
H 0.071321 0.966023 3.489169 1.08 -0.75 -1.14 0.076
H 3.685661 -0.623696 1.580263 -0.60 0.42 0.64 0.075
H 2.270927 -0.081307 3.852255 0.18 -0.40 -1.60 0.093
H -0.809937 2.907169 1.899277 -0.10 0.11 0.11 0.046
```
Positions in Å, forces in eV/Å.

Summary:
Multiplicity = 2
HOMO-LUMO gap (spin up / spin down) = 2.6 / 7.2 eV
<S²> = 0.7587
E_HOMO (spin up / spin down) = 0.038 / -0.131 hartree
Charge = -1

(3)
C9H14O | ωB97M-V/def2-TZVPD

The geometry in XYZ format:
```
24
Properties=species:S:1:pos:R:3:forces:R:3:lowdin_charge:R:1
C 0.266495 1.991008 -0.070445 -2.19 0.75 -1.72 -0.076
C 0.511540 0.795818 -0.955939 -1.10 -1.84 1.95 -0.294
C 0.474395 -0.483155 -0.317632 0.38 2.25 0.20 -0.038
C 0.651902 -1.634734 -1.017344 -0.43 0.57 -0.80 -0.022
C 0.859284 -1.566078 -2.371646 0.47 1.85 -1.27 -0.325
O 0.862258 -2.645983 -3.164858 -0.66 -1.89 1.34 0.076
C 1.026237 -0.307100 -2.981788 0.52 0.47 -0.70 -0.026
C 0.720485 0.849620 -2.325263 0.04 0.79 2.56 -0.066
H 0.647715 1.805147 0.890938 0.14 -0.36 1.28 0.011
H -1.025185 2.177499 0.042945 4.14 0.15 -0.50 0.172
H 0.987136 2.770340 -0.453197 -1.71 0.16 0.22 0.088
H 0.365140 -0.555132 0.771796 -0.05 0.19 -0.54 0.093
H 0.548898 -2.519422 -0.490862 -0.04 -1.93 0.56 0.100
H 1.438312 -2.535811 -3.887705 0.97 0.35 -1.46 0.083
H 1.561419 -0.063621 -3.905525 -0.68 -1.20 -0.43 0.120
H 0.710588 1.875780 -2.662584 0.40 -0.17 -1.03 0.113
C -1.469949 -0.689802 2.902928 0.83 -2.19 0.71 -0.206
C -1.174351 0.769957 2.800011 -0.22 0.69 3.18 -0.187
H -2.524591 -0.899826 3.122923 0.34 0.06 0.27 0.069
H -1.250915 -1.259536 1.986590 -0.21 0.51 -0.12 0.049
H -0.800148 -1.213292 3.627447 -0.73 0.38 -0.10 0.077
H -2.012461 1.096881 2.228404 -0.25 1.38 -0.45 0.047
H -0.234711 0.934638 2.314384 0.27 0.33 -0.11 0.007
H -1.139501 1.306803 3.916415 -0.25 -1.31 -3.04 0.136
```
Positions in Å, forces in eV/Å.

Summary:
HOMO-LUMO gap = 9.1 eV
E_HOMO = -0.302 hartree
Charge = 0
SMILES = Cc1ccc(O)cc1.CC

(4)
C30H32Cl2N4PtS2Si2 | ωB97M-V/def2-TZVPD

The geometry in XYZ format:
```
73
Properties=species:S:1:pos:R:3:forces:R:3:lowdin_charge:R:1
Pt 0.357999 0.073402 0.586004 -0.27 -0.69 0.66 0.818
C 3.561867 -0.610089 1.458145 0.00 -0.02 -0.01 -0.210
Si 2.739357 0.449494 0.149910 -0.22 -0.05 -0.16 0.527
C 3.241197 -0.150478 -1.549943 -0.02 0.09 -0.03 -0.171
C 3.108902 2.237882 0.420274 0.06 0.00 0.01 -0.320
C 4.426350 2.708665 0.406663 -0.01 -0.03 -0.01 -0.074
C 4.687179 4.049687 0.629930 0.01 0.01 0.00 -0.049
C 3.638648 4.931978 0.867005 0.00 0.01 -0.01 -0.046
C 2.332459 4.472468 0.881452 -0.01 -0.02 0.03 -0.076
C 2.054693 3.119861 0.663084 0.04 -0.05 0.10 -0.313
Si 0.300395 2.508179 0.570402 -0.15 0.08 -0.01 0.490
C -0.710697 3.063673 2.042157 0.00 0.04 -0.01 -0.194
C -0.408873 3.219621 -1.006016 0.02 -0.05 -0.05 -0.162
H 4.521761 -0.954608 1.063206 0.01 0.02 0.03 0.055
H 3.000723 -1.491094 1.767264 0.02 -0.06 -0.05 -0.020
H 3.762009 0.004695 2.337249 0.00 -0.02 0.01 0.042
H 4.238130 -0.593138 -1.472344 0.03 0.07 0.01 0.054
H 3.300655 0.682680 -2.251775 -0.05 -0.01 -0.02 0.055
H 2.608652 -0.918689 -1.985199 0.10 -0.12 0.02 -0.007
H 5.256368 2.033929 0.223602 0.00 0.00 0.00 0.114
H 5.706517 4.411862 0.619635 0.00 0.00 0.00 0.118
H 3.844753 5.979976 1.039573 0.00 0.00 0.00 0.118
H 1.529439 5.178846 1.063656 0.00 0.00 0.01 0.110
H -0.398384 4.086322 2.275783 -0.02 0.01 -0.02 0.046
H -0.563184 2.477459 2.948002 0.00 0.01 0.01 -0.004
H -1.778947 3.092454 1.822698 0.01 -0.04 0.00 0.032
H -0.070283 4.259615 -1.039135 0.01 0.00 0.02 0.053
H -1.495368 3.223308 -1.054161 0.01 0.01 0.00 0.031
H -0.014121 2.735152 -1.901962 0.01 0.02 0.00 0.043
N -3.239945 -2.242485 0.378532 -0.08 -0.12 0.09 0.151
C -4.398459 -1.600183 0.895554 0.02 -0.03 0.02 -0.235
C -5.636207 -1.918606 0.371346 -0.02 0.02 0.00 -0.008
C -6.781194 -1.312674 0.875663 0.01 0.00 -0.01 -0.053
C -6.680482 -0.394520 1.905870 0.01 0.00 0.00 -0.056
C -5.432127 -0.074085 2.429140 -0.01 0.03 -0.03 -0.086
C -4.292557 -0.672312 1.922944 0.05 0.03 -0.03 -0.449
S -2.713970 -0.218314 2.599653 -0.06 -0.14 0.16 0.984
N -1.618155 -1.098018 1.644319 -0.02 0.21 -0.24 -0.339
C -1.982520 -1.976898 0.777766 0.08 -0.02 0.00 -0.385
C -0.881295 -2.819492 0.210548 0.02 0.06 0.11 -0.219
C -1.095738 -4.131943 -0.174589 -0.04 0.02 -0.05 0.022
C -0.015906 -4.893957 -0.600512 -0.03 -0.02 0.00 -0.006
C 1.241276 -4.320326 -0.612523 0.03 0.00 0.01 -0.008
C 1.370741 -3.005669 -0.192906 0.02 -0.01 0.02 -0.139
N 0.340354 -2.267517 0.214950 -0.01 -0.12 -0.20 -0.020
H -3.380961 -2.905147 -0.365661 -0.01 -0.01 0.02 0.144
H -5.711503 -2.646446 -0.428651 0.00 0.00 0.00 0.123
H -7.747440 -1.570493 0.465218 0.00 0.00 0.00 0.117
H -7.567353 0.071506 2.311895 0.00 0.00 0.00 0.118
H -5.350288 0.642245 3.237984 0.00 0.00 0.00 0.117
H -2.081510 -4.572277 -0.110457 0.02 -0.01 -0.01 0.126
H -0.158077 -5.922468 -0.903804 0.00 0.00 0.01 0.130
H 2.113148 -4.878198 -0.923604 0.00 0.01 -0.01 0.127
H 2.344558 -2.533630 -0.168381 0.00 0.01 -0.02 0.096
S -1.149102 -0.475920 -3.657133 0.00 -0.04 -0.02 1.187
C -0.122490 -0.497401 -2.315568 -0.03 0.01 0.04 -0.431
N -0.602930 0.010398 -1.210790 0.38 0.58 -0.23 -0.149
C -1.913629 0.482630 -1.398054 -0.01 -0.11 0.04 -0.320
C -2.736077 1.087994 -0.450372 0.04 0.03 -0.04 -0.081
C -3.998909 1.477423 -0.835256 0.00 0.00 0.00 -0.032
C -4.456791 1.273404 -2.145607 -0.01 0.01 0.01 -0.033
C -3.652683 0.678728 -3.091483 0.01 -0.01 -0.01 -0.049
C -2.372850 0.283351 -2.699541 -0.04 0.01 0.01 -0.438
H 0.866724 -0.910273 -2.380574 0.02 -0.01 -0.01 0.055
H -2.384470 1.264142 0.556737 -0.04 0.00 -0.01 0.042
H -4.649108 1.956653 -0.115075 0.00 -0.02 0.01 0.126
H -5.452332 1.595376 -2.418797 0.00 0.00 0.00 0.124
H -3.996481 0.528987 -4.105889 0.00 -0.01 0.00 0.125
Cl 1.053133 -2.843121 3.214781 -0.03 0.03 -0.02 0.673
C 1.301842 -1.295611 3.954792 0.03 -0.23 0.06 -0.837
Cl 0.826652 0.160671 2.955264 0.14 0.55 -0.17 0.631
H 2.349764 -1.151481 4.188938 0.01 0.03 -0.04 0.044
H 0.661852 -1.204454 4.825275 0.01 0.09 0.01 0.050
```
Positions in Å, forces in eV/Å.

Summary:
HOMO-LUMO gap = 6.2 eV
E_HOMO = -0.466 hartree
Charge = +2

What are the relative energy (zero: lowest compared OMol25 entry of this formula, charge and spin) values for these records? In order: 123.8; 159.1; 216.9; 45.4 kJ/mol.